Model 1:
Formula: C8H10O2
Source: the OMol25 dataset
Level of theory: ωB97M-V/def2-TZVPD

Values from the calculation:
* HOMO-LUMO gap: 9.9 eV
* multiplicity: 1
* HOMO level: -9.29 eV
* total charge: 0

Each line ends with the Löwdin charge.
Positions of all 20 atoms, in Å:
C -4.160 1.205 -0.630  -0.63
C -3.396 0.464 -1.606  -0.01
C 2.798 0.340 1.596  -0.13
C 3.579 0.300 0.459  -0.11
C 3.508 -0.835 -0.369  -0.07
C 2.314 -1.574 -0.331  -0.14
C 1.512 -1.630 0.732  -0.08
C 1.808 -0.580 1.711  -0.09
H -4.489 1.701 1.150  0.08
H -3.924 0.352 -2.552  0.08
H -2.489 1.328 -1.661  0.18
H -3.040 -0.578 -1.290  0.11
H 2.739 1.413 2.130  0.15
H 4.322 0.997 0.261  0.08
H 4.013 -0.706 -1.406  0.13
H 2.147 -2.285 -1.084  0.08
H 0.697 -2.248 0.823  0.07
H 0.898 -0.778 2.375  0.12
O -4.994 1.932 -1.038  0.10
O -3.842 1.184 0.731  0.09

Model 2:
Formula: C8H10O2
Source: the OMol25 dataset
Level of theory: ωB97M-V/def2-TZVPD

Values from the calculation:
* HOMO-LUMO gap: 10.0 eV
* multiplicity: 1
* HOMO level: -9.00 eV
* total charge: 0

Each line ends with the Löwdin charge.
Positions of all 20 atoms, in Å:
C 1.852 1.374 -0.908  -0.09
C -0.178 0.691 -0.030  -0.26
C -1.409 1.295 -0.070  0.00
C -2.631 0.578 -0.078  -0.08
C -2.565 -0.802 -0.076  -0.11
C -1.322 -1.418 -0.117  0.00
C -0.126 -0.666 -0.073  -0.24
C 1.781 -1.200 1.109  -0.08
H 2.456 0.364 -0.794  0.11
H 2.573 2.261 -0.831  0.10
H 1.298 1.431 -1.923  0.12
H -1.349 2.369 -0.092  0.12
H -3.611 1.101 -0.123  0.11
H -3.490 -1.425 -0.002  0.12
H -1.288 -2.512 -0.182  0.12
H 1.986 -0.142 1.311  0.09
H 1.248 -1.651 1.925  0.09
H 2.740 -1.760 0.850  0.12
O 0.970 1.468 0.204  -0.13
O 1.066 -1.356 -0.099  -0.12

Model 3:
Formula: C8H10O2
Source: the OMol25 dataset
Level of theory: ωB97M-V/def2-TZVPD

Values from the calculation:
* HOMO-LUMO gap: 9.9 eV
* multiplicity: 1
* HOMO level: -9.17 eV
* total charge: 0

Each line ends with the Löwdin charge.
Positions of all 20 atoms, in Å:
C 0.593 1.955 -0.856  -0.07
C -0.329 0.938 -1.281  -0.09
C -1.513 0.681 -0.507  -0.13
C -1.679 1.291 0.671  -0.13
C -0.775 2.318 1.113  -0.10
C 0.348 2.692 0.388  -0.09
C 0.754 -2.171 -0.022  -0.57
C 1.522 -1.393 0.904  -0.01
H 1.522 2.195 -1.469  0.11
H -0.089 0.404 -2.245  0.11
H -2.299 -0.036 -0.896  0.13
H -2.412 0.812 1.335  0.11
H -0.800 2.630 2.153  0.09
H 0.981 3.492 0.648  0.08
H -0.631 -3.566 -0.050  0.15
H 2.473 -1.139 0.480  0.09
H 1.010 -0.436 1.203  0.10
H 1.617 -1.982 1.886  0.12
O 0.894 -2.151 -1.260  0.04
O -0.256 -2.880 0.572  0.06

model 3 is favored, and the nearest alternative lies 1.161 eV above it.